C4H10NO | ωB97M-V/def2-TZVPD

Structure (XYZ):
```
16
Properties=species:S:1:pos:R:3:mulliken_charge:R:1
C -0.97 1.24 -0.87 -0.837
C -0.76 0.18 0.06 0.497
C -1.29 -1.19 -0.23 -1.282
C 2.07 0.15 0.25 -0.030
N -0.03 0.35 1.17 -0.330
O 1.84 0.71 -0.92 -0.345
H -0.60 2.23 -0.73 0.344
H -1.36 0.96 -1.96 0.304
H -1.93 -1.44 -1.12 0.349
H -2.05 -1.52 0.54 0.345
H -0.63 -2.05 -0.10 0.329
H 2.69 0.73 0.88 0.348
H 2.08 -0.99 0.15 0.275
H 0.03 1.34 1.49 0.331
H -0.18 -0.26 1.91 0.264
H 1.27 0.20 -1.59 0.437
```

Values from the calculation:
Total charge   +1
Spin multiplicity   1
ΔE to the lowest compared entry with this formula, charge and spin   3.186 eV
HOMO energy (alpha / beta)   -0.489 / -0.489 hartree

=====

C15H20N4O3S2 | ωB97M-V/def2-TZVPD

Structure (XYZ):
```
44
Properties=species:S:1:pos:R:3:mulliken_charge:R:1
C 4.44 1.61 -4.72 -1.177
C 3.51 1.06 -3.66 -0.321
S 1.83 1.76 -3.85 -0.355
C 0.91 0.39 -3.34 0.534
N 1.37 -0.82 -3.13 -0.383
N 0.33 -1.58 -2.76 -0.775
C -0.75 -0.84 -2.75 0.386
C -2.09 -1.30 -2.32 -0.500
C -2.00 -2.01 -0.95 -0.807
N -0.85 -1.62 -0.16 -0.292
S -0.71 0.02 0.20 1.737
O 0.52 0.54 -0.31 -0.663
O -1.93 0.69 -0.16 -0.745
C -0.61 -0.08 1.98 0.141
C -1.77 0.01 2.73 -0.898
C -1.71 -0.10 4.10 -0.610
C -0.49 -0.32 4.73 0.406
C -0.34 -0.45 6.21 0.987
C -1.57 -0.26 7.05 -1.381
O 0.74 -0.71 6.71 -0.588
C 0.67 -0.40 3.96 -0.973
C 0.61 -0.29 2.58 -0.413
N -0.44 0.44 -3.13 0.179
C -1.29 1.59 -3.19 -0.789
H 5.43 1.19 -4.60 0.371
H 4.52 2.70 -4.65 0.323
H 4.08 1.36 -5.72 0.309
H 3.39 -0.02 -3.74 0.385
H 3.85 1.32 -2.66 0.319
H -2.51 -1.99 -3.06 0.461
H -2.75 -0.43 -2.23 0.272
H -1.93 -3.09 -1.09 0.423
H -2.88 -1.78 -0.36 0.284
H 0.01 -1.93 -0.60 0.445
H -2.71 0.19 2.21 0.461
H -2.62 -0.03 4.68 0.340
H -1.31 -0.34 8.10 0.340
H -2.00 0.72 6.86 0.390
H -2.31 -1.02 6.80 0.370
H 1.61 -0.57 4.46 0.444
H 1.50 -0.34 1.96 0.483
H -0.69 2.46 -3.42 0.320
H -2.05 1.46 -3.96 0.305
H -1.78 1.73 -2.22 0.254
```

Values from the calculation:
Spin multiplicity   1
ΔE to the lowest compared entry with this formula, charge and spin   2.761 eV
Structure (SMILES)   CCSc1nnc(CCNS(=O)(=O)c2ccc(C(C)=O)cc2)n1C
HOMO energy   -0.299 hartree

=====

CH4Br2OSi | ωB97M-V/def2-TZVPD

Structure (XYZ):
```
9
Properties=species:S:1:pos:R:3:mulliken_charge:R:1
C -1.54 0.01 -0.38 -0.375
O 1.30 -1.30 0.93 -0.432
Si 2.14 -0.16 0.39 0.601
Br -1.21 1.84 -0.69 -0.081
Br -3.41 -0.32 0.22 -0.134
H -1.33 -0.38 -1.34 0.349
H -1.02 -0.48 0.52 0.236
H 3.52 0.19 0.89 -0.059
H 1.55 0.60 -0.55 -0.104
```

Values from the calculation:
Spin multiplicity   1
ΔE to the lowest compared entry with this formula, charge and spin   3.684 eV
HOMO energy   -0.376 hartree

=====

C34H38BN10O6SZn | ωB97M-V/def2-TZVPD

Structure (XYZ):
```
91
Properties=species:S:1:pos:R:3:mulliken_charge:R:1
Zn 0.52 0.12 0.41 1.203
N 0.61 0.65 2.49 -0.345
C 1.86 0.20 3.07 0.079
C 2.06 0.06 4.41 -0.390
C 3.31 -0.36 4.91 -0.785
C 4.36 -0.59 4.06 -0.930
C 4.18 -0.45 2.66 0.662
C 5.21 -0.67 1.72 -0.733
C 4.96 -0.52 0.38 -1.052
C 3.65 -0.19 -0.02 -0.266
N 2.67 0.01 0.82 0.599
C 2.92 -0.08 2.16 0.106
H 0.60 1.67 2.46 0.320
H -0.17 0.38 3.08 0.308
H 1.25 0.28 5.10 0.509
H 3.45 -0.46 5.97 0.420
H 5.33 -0.88 4.44 0.452
H 6.20 -0.94 2.06 0.466
H 5.73 -0.66 -0.36 0.468
H 3.41 -0.11 -1.08 0.559
O 1.58 2.93 -0.30 -0.382
N 1.20 1.92 -0.82 -0.073
C -0.22 -1.38 -7.77 -1.761
C -1.34 -0.49 -7.22 2.539
C -2.01 0.25 -8.38 -2.277
C -2.41 -1.36 -6.54 -1.823
C -0.77 0.47 -6.18 -0.013
C -0.89 1.86 -6.32 -0.393
C -0.42 2.76 -5.37 -1.706
C 0.16 2.21 -4.26 1.194
O 0.66 2.85 -3.13 -0.512
B 0.99 1.85 -2.29 1.071
O 0.81 0.59 -2.82 -0.558
C 0.28 0.85 -4.10 -0.057
C -0.16 -0.05 -5.04 -0.602
H -0.62 -2.06 -8.51 0.470
H 0.25 -1.98 -6.98 0.294
H 0.56 -0.77 -8.24 0.389
H -2.40 -0.48 -9.09 0.436
H -1.30 0.88 -8.91 0.495
H -2.85 0.86 -8.03 0.439
H -2.84 -2.05 -7.27 0.540
H -3.21 -0.74 -6.14 0.426
H -1.99 -1.96 -5.73 0.229
H -1.38 2.26 -7.19 0.527
H -0.53 3.83 -5.50 0.465
H -0.06 -1.12 -4.88 0.592
O -5.09 -2.06 -4.72 -0.521
S -6.47 -2.32 -4.32 1.133
O -6.72 -3.68 -3.91 -0.685
O -7.47 -1.71 -5.16 -0.697
C -6.63 -1.41 -2.75 -0.001
N -7.80 -1.44 -2.08 -0.471
C -7.82 -0.87 -0.89 -0.370
C -6.70 -0.28 -0.29 -0.603
C -5.56 -0.28 -1.07 0.149
N -5.53 -0.82 -2.28 -0.198
C -4.21 0.17 -0.62 1.181
C -3.25 0.41 -1.60 -0.516
C -1.95 0.63 -1.23 -0.842
N -1.52 0.59 0.05 0.327
C -2.46 0.43 0.99 -0.406
C -3.80 0.26 0.71 -1.068
H -8.77 -0.89 -0.36 0.415
H -6.75 0.14 0.70 0.405
H -3.54 0.36 -2.65 0.700
H -1.21 0.75 -2.00 0.678
H -2.12 0.40 2.02 0.278
H -4.50 0.10 1.52 0.394
C 1.55 -2.64 -0.40 -0.692
N 0.29 -1.94 0.01 0.573
C -0.21 -2.61 1.25 -0.825
N -0.41 -4.03 1.06 0.116
C 0.85 -4.64 0.65 -0.724
N 1.35 -4.05 -0.60 0.170
C 0.35 -4.26 -1.64 -0.607
N -0.92 -3.63 -1.27 0.216
C -0.73 -2.22 -1.08 -0.126
C -1.39 -4.23 -0.02 -0.673
H 2.29 -2.49 0.39 0.315
H 1.91 -2.18 -1.32 -0.050
H -1.15 -2.14 1.54 0.264
H 0.53 -2.45 2.04 0.273
H 0.70 -5.71 0.51 0.340
H 1.60 -4.50 1.44 0.336
H 0.20 -5.32 -1.80 0.361
H 0.70 -3.82 -2.58 0.283
H -1.67 -1.77 -0.78 0.368
H -0.38 -1.75 -1.99 -0.490
H -1.55 -5.30 -0.16 0.354
H -2.34 -3.77 0.27 0.338
```

Values from the calculation:
Total charge   +1
Spin multiplicity   1
ΔE to the lowest compared entry with this formula, charge and spin   0.711 eV
HOMO energy (alpha / beta)   -0.332 / -0.332 hartree